1.
Molecular formula: C2H7N2O4S
Method: DFT, ωB97M-V with the def2-TZVPD basis set

Geometry (Å):
C1 0.3386 -0.9099 -0.3447
C2 1.2119 0.2112 0.2297
N1 0.6026 -2.1527 -0.0409
N2 0.8468 1.5553 -0.2857
O1 -1.7551 1.5767 -0.1453
O2 -3.1889 -0.2910 -0.3081
O3 -0.7953 -0.6129 -1.0465
O4 -1.3440 -0.2810 1.3262
S1 -1.9228 0.1287 0.1143
H1 2.2745 0.1889 0.1279
H2 0.9283 0.1572 1.4447
H3 -0.0463 -2.8984 -0.4750
H4 1.2553 -2.4309 0.5855
H5 -0.7684 1.8590 -0.0796
H6 0.8832 1.6079 -1.2745
H7 1.4796 2.2917 0.1721

Results
E_HOMO, eV: -15.42
SMILES string: NCC(=[NH2+])OS(=O)(=O)O
Largest force on an atom, eV/Å: 6.361
Charge: +1
Energy relative to the best compared isomer or geometry (same formula, charge and spin), eV: 0.053



2.
Molecular formula: C3H9NO2Si
Method: DFT, ωB97M-V with the def2-TZVPD basis set

Geometry (Å):
C1 -0.8682 0.5236 -0.8979
C2 -0.0317 1.3441 0.1841
C3 -0.8771 -0.8795 -0.2567
N1 1.1636 0.7654 0.6998
O1 0.7422 -1.4753 2.2163
O2 2.1627 -1.9031 0.0923
Si1 0.9610 -0.9918 0.7021
H1 -1.8518 0.8264 -0.8677
H2 -0.4281 0.5903 -1.8871
H3 0.2488 2.3535 -0.3429
H4 -0.6805 1.3712 1.0890
H5 -1.4935 -0.6688 0.6466
H6 -1.2160 -1.7083 -0.9896
H7 2.0078 1.0899 0.2861
H8 0.4604 -2.3552 2.3936
H9 2.4336 -1.8035 -0.8062

Results
E_HOMO, eV: -9.06
SMILES string: O[Si]1(O)CCCN1
Largest force on an atom, eV/Å: 3.821
Charge: 0
Energy relative to the best compared isomer or geometry (same formula, charge and spin), eV: 0.488



3.
Molecular formula: C14H12BrCrF5IN3OS2Te
Method: DFT, ωB97M-V with the def2-TZVPD basis set

Geometry (Å):
Cr1 0.1407 0.3863 0.3384
C1 4.6145 -0.3793 3.3055
S1 4.6915 0.7917 1.9328
C2 3.1162 0.7815 1.2606
S2 1.8707 -0.4355 1.8800
N1 2.8872 1.5852 0.2864
N2 1.6289 1.5688 -0.2403
C3 1.3589 2.3918 -1.1874
C4 -0.0374 2.4143 -1.6271
C5 -0.5466 3.3089 -2.5452
C6 -1.9202 3.3197 -2.7673
C7 -2.7325 2.4511 -2.0612
C8 -2.1508 1.5561 -1.1719
N3 -0.8379 1.5331 -0.9827
H1 5.6292 -0.3928 3.6990
H2 4.3546 -1.3774 2.9660
H3 3.9316 -0.0254 4.0727
H4 2.1188 3.0577 -1.5819
H5 0.1170 3.9898 -3.0601
H6 -2.3502 4.0108 -3.4792
H7 -3.8051 2.4597 -2.1879
H8 -2.7274 0.8346 -0.6067
Br1 0.5161 -3.8068 0.7670
C9 -0.8232 -3.5879 -0.5372
C10 -1.9490 -4.3957 -0.4749
C11 -2.9556 -4.2633 -1.4184
C12 -2.8497 -3.3264 -2.4340
C13 -1.7293 -2.5127 -2.5089
C14 -0.7315 -2.6537 -1.5598
I1 0.9325 -1.3784 -1.7146
H9 -2.0292 -5.1257 0.3182
H10 -3.8251 -4.9032 -1.3580
H11 -3.6330 -3.2268 -3.1727
H12 -1.6306 -1.7841 -3.3019
F1 1.5418 0.6201 4.6354
Te1 0.5232 1.1654 3.1551
F2 1.8067 2.5207 3.0498
F3 -0.4426 2.2178 4.3156
F4 -0.5595 -0.2819 3.5813
F5 -1.1252 -0.8337 0.7363
O1 -0.3884 1.7257 1.6794

Results
E_HOMO (spin up / spin down), eV: -12.03 / -12.02
Spin multiplicity: 4
Largest force on an atom, eV/Å: 2.659
Charge: +1
Energy relative to the best compared isomer or geometry (same formula, charge and spin), eV: 0.495



4.
Molecular formula: C3H3FO4P
Method: DFT, ωB97M-V with the def2-TZVPD basis set

Geometry (Å):
C1 -3.0840 1.5520 -1.4412
C2 -2.2852 1.1279 -2.7325
C3 0.4844 0.1109 -0.1715
O1 -4.0953 2.1316 -1.4306
O2 -2.6699 0.9032 -3.7999
O3 -2.3216 1.1322 -0.2941
O4 -0.9250 1.0675 -2.3639
F1 -0.5473 2.7560 -0.5568
P1 -0.8220 1.2082 -0.6226
H1 1.4354 0.6363 0.3284
H2 0.9716 -0.1971 -1.1519
H3 0.1579 -0.6364 0.4590

Results
E_HOMO, eV: -16.16
Largest force on an atom, eV/Å: 6.136
Charge: +1
Energy relative to the best compared isomer or geometry (same formula, charge and spin), eV: 0.051



5.
Molecular formula: C22H34IrN6O7PS2Te
Method: DFT, ωB97M-V with the def2-TZVPD basis set

Geometry (Å):
Ir1 0.0974 0.8300 0.7441
N1 2.1407 1.0028 3.3849
C1 2.7766 1.1220 2.2220
N2 2.2165 0.8788 1.0482
C2 3.1402 1.0943 0.0063
C3 2.9169 0.8846 -1.3518
C4 3.9425 1.1521 -2.2460
C5 5.1819 1.6072 -1.8013
C6 5.4256 1.7883 -0.4493
C7 4.3931 1.5271 0.4377
S1 4.4277 1.6380 2.1796
H1 1.1503 0.8133 3.4074
H2 2.6057 1.1987 4.2546
H3 1.9834 0.4682 -1.7067
H4 3.7833 0.9838 -3.3004
H5 5.9701 1.8016 -2.5138
H6 6.3942 2.1145 -0.0998
C8 -5.2216 -0.4958 1.1439
C9 -4.6793 0.9368 1.1632
C10 -3.2263 0.9603 0.9975
N3 -2.0850 0.9164 0.8879
H7 -6.2824 -0.4699 1.3787
H8 -4.7234 -1.1225 1.8818
H9 -5.0981 -0.9433 0.1606
H10 -4.8998 1.4390 2.1073
H11 -5.1067 1.5424 0.3614
C11 2.3470 5.0563 2.8492
C12 2.0979 5.1195 1.3695
O1 0.6612 5.1809 1.0970
P1 -0.2087 3.9046 0.9499
O2 0.0811 2.8313 1.9606
Te1 0.0872 2.7619 -1.2094
O3 -1.6748 4.3871 0.8438
C13 -2.2766 5.5623 1.5118
C14 -2.0848 6.8032 0.6880
H12 3.4218 5.1051 3.0190
H13 1.9601 4.1344 3.2828
H14 1.8896 5.9048 3.3536
H15 2.5049 4.2584 0.8317
H16 2.4877 6.0284 0.9145
H17 -1.8397 5.6266 2.5075
H18 -3.3263 5.2870 1.5992
H19 -1.0472 7.1305 0.6668
H20 -2.6864 7.5970 1.1324
H21 -2.4346 6.6502 -0.3311
C15 -0.6321 -5.9033 -5.5153
C16 -1.4033 -5.5654 -4.2476
S2 -0.3232 -4.8853 -3.0086
O4 -0.3068 -3.4408 -3.1349
O5 0.9278 -5.5988 -3.0067
C17 -1.1192 -5.2200 -1.4483
C18 -0.1451 -4.8970 -0.3136
N4 -0.4248 -3.6027 0.3169
C19 0.3349 -2.4952 0.1849
N5 -0.2138 -1.4663 0.8362
C20 -1.3521 -1.9407 1.4357
C21 -1.4791 -3.2494 1.1250
N6 -2.5555 -4.1236 1.4908
O6 -2.5611 -5.2330 1.0064
O7 -3.3900 -3.6561 2.2281
C22 1.6414 -2.4540 -0.5154
H22 -1.3316 -6.2745 -6.2623
H23 0.1176 -6.6659 -5.3231
H24 -0.1356 -5.0242 -5.9211
H25 -1.8758 -6.4460 -3.8151
H26 -2.1620 -4.8035 -4.4205
H27 -1.4231 -6.2621 -1.4003
H28 -2.0069 -4.5915 -1.4151
H29 0.8809 -4.8412 -0.6711
H30 -0.1859 -5.6745 0.4477
H31 -1.9962 -1.3494 2.0564
H32 2.3036 -3.2328 -0.1356
H33 2.1152 -1.4968 -0.3193
H34 1.5188 -2.6042 -1.5892

Results
E_HOMO (spin up / spin down), eV: -13.12 / -13.90
Spin multiplicity: 5
Largest force on an atom, eV/Å: 0.462
Charge: +2
Energy relative to the best compared isomer or geometry (same formula, charge and spin), eV: 0.257



6.
Molecular formula: C35H51NP2Ru
Method: DFT, ωB97M-V with the def2-TZVPD basis set

Geometry (Å):
Ru1 1.3635 2.6407 0.4696
C1 -3.0828 0.1866 0.5300
C2 -3.0464 1.1599 -0.4444
C3 -2.1379 -0.8405 -1.2936
C4 -2.4685 -1.0162 0.0312
C5 -2.3470 0.6057 -1.6841
C6 -3.7444 0.2609 1.8564
H1 -3.9812 1.2937 2.1221
H2 -3.0912 -0.1538 2.6329
H3 -4.6775 -0.3222 1.8895
C7 -2.3280 -2.2859 0.7895
H4 -2.2827 -2.1075 1.8713
H5 -1.4150 -2.8210 0.4916
H6 -3.1792 -2.9585 0.6017
C8 -1.8335 -1.9447 -2.2245
H7 -2.7341 -2.5651 -2.4074
H8 -1.0777 -2.6239 -1.7900
H9 -1.4815 -1.5906 -3.2060
C9 -3.0891 0.8150 -2.9913
H10 -4.0517 0.2954 -2.9146
H11 -2.5447 0.3896 -3.8410
H12 -3.3041 1.8693 -3.1913
C10 -3.6509 2.5065 -0.3561
H13 -4.7385 2.4783 -0.5605
H14 -3.2040 3.2038 -1.0756
H15 -3.5419 2.9377 0.6497
C11 2.9063 2.7514 1.6835
C12 1.7397 3.2405 2.3513
C13 1.4893 4.7144 2.5473
C14 1.5399 5.4611 1.1936
C15 1.2447 4.5624 0.0200
C16 2.2511 3.9042 -0.7936
C17 3.7111 3.8937 -0.4246
C18 3.9550 3.6507 1.0823
H16 2.1735 5.1229 3.3094
H17 2.4864 5.9887 1.0510
H18 0.4761 4.8599 2.9627
H19 4.0566 4.5955 1.6358
H20 3.2728 1.7757 2.0196
H21 1.3069 2.5900 3.2168
H22 4.9002 3.1090 1.1906
H23 4.2145 3.0915 -0.9850
H24 2.0297 3.8634 -1.8658
H25 4.2054 4.8207 -0.7554
H26 0.7377 6.2101 1.2202
H27 0.3337 4.8494 -0.5167
P1 0.2042 1.2522 3.0032
C19 0.5168 -0.1155 4.1014
C20 -1.3075 2.1955 2.8889
P2 -0.6387 1.4685 -1.7194
C21 0.5921 0.8256 1.3156
C22 -0.7782 2.8137 -2.9315
C23 0.4893 0.2869 -2.5445
H28 0.4686 -1.0830 3.5694
H29 -0.2354 -0.0739 4.9037
H30 1.5318 0.0293 4.5082
H31 -1.1409 3.2136 3.2713
H32 -2.0905 1.7075 3.4801
H33 -1.6036 2.2908 1.8337
H34 1.4994 0.7279 -2.5374
H35 0.1628 0.0970 -3.5820
H36 0.5388 -0.6595 -1.9838
H37 -0.3183 0.4518 0.8108
H38 1.4038 0.0739 1.2977
H39 -1.1507 2.4292 -3.8941
H40 0.2209 3.2570 -3.0668
H41 -1.4533 3.5935 -2.5457
C24 3.6485 -2.0555 -1.8737
C25 3.1724 -1.8203 -0.5793
C26 2.0205 -2.4545 -0.1299
C27 1.3208 -3.3545 -0.9767
C28 1.8233 -3.5906 -2.2819
C29 2.9687 -2.9401 -2.7244
N1 0.1292 -3.9023 -0.5645
C30 -0.0632 -5.2121 -0.2885
C31 -1.3698 -5.7710 -0.4270
C32 -1.5980 -7.1089 -0.1417
C33 -0.5521 -7.9278 0.3145
C34 0.7348 -7.3924 0.4835
C35 0.9841 -6.0590 0.1820
H42 4.5582 -1.5571 -2.2226
H43 3.7033 -1.1397 0.0923
H44 1.6213 -2.3040 0.8745
H45 1.2740 -4.2868 -2.9206
H46 3.3341 -3.1307 -3.7332
H47 -2.1608 -5.1043 -0.7780
H48 -2.6030 -7.5181 -0.2746
H49 -0.7417 -8.9771 0.5363
H50 1.5438 -8.0177 0.8496
H51 1.9794 -5.6261 0.3065

Results
E_HOMO (spin up / spin down), eV: -7.13 / -10.42
Spin multiplicity: 6
Largest force on an atom, eV/Å: 7.411
Charge: +1
Energy relative to the best compared isomer or geometry (same formula, charge and spin), eV: 0.000



- The highest energy relative to the best compared isomer or geometry (same formula, charge and spin) belongs to which entry?
  C14H12BrCrF5IN3OS2Te